[1]
{"formula": "C26H37BaN4O4S2", "method": "the ωB97M-V functional and the def2-TZVPD basis", "spin_multiplicity": 1, "homo_energy_ev": -4.71, "total_charge": -1, "e_above_lowest_ev": 0.133, "e_lumo_ha": 0.088, "homo_lumo_gap_ev": 7.097, "elements": ["H", "H", "C", "H", "H", "H", "N", "C", "H", "H", "H", "H", "C", "H", "H", "C", "C", "C", "C", "H", "C", "H", "H", "S", "H", "H", "H", "H", "C", "H", "N", "H", "C", "C", "H", "H", "C", "C", "N", "H", "N", "H", "H", "S", "Ba", "H", "O", "H", "H", "H", "H", "C", "C", "O", "H", "H", "H", "O", "H", "C", "C", "C", "C", "H", "H", "C", "C", "C", "H", "O", "C", "C", "C", "C"], "coordinates": [[-1.129, -1.135, 6.105], [-3.772, 1.562, -2.637], [1.741, -0.952, 2.316], [-7.177, 0.083, -1.292], [-2.504, -0.053, 5.873], [-0.856, 0.598, 5.883], [2.153, -0.461, -0.009], [-1.956, 0.798, 3.365], [4.639, 3.478, 0.221], [5.775, 0.022, 1.157], [1.152, -2.247, -1.143], [5.314, 2.888, -1.300], [5.060, 0.234, -2.207], [3.131, -1.823, 3.808], [0.683, -1.387, -4.032], [-5.685, 0.790, -3.322], [2.535, -0.917, 1.139], [2.780, -1.363, -2.165], [2.154, -1.429, 3.567], [-3.311, -1.485, 3.950], [-6.678, 1.060, -1.223], [-2.930, 1.055, 3.788], [-5.488, 0.418, 0.453], [-1.704, 3.346, -0.967], [5.940, 0.866, -2.238], [6.647, 1.053, 0.022], [3.449, -2.066, -4.073], [-1.295, 1.659, 3.482], [-1.472, -0.248, 5.570], [-2.126, 0.628, 2.300], [0.433, -0.518, 2.371], [-0.555, -1.896, -2.870], [1.492, -2.164, -2.176], [1.664, -3.583, -2.713], [2.441, -4.122, -2.168], [-1.916, -2.560, 4.164], [4.203, 0.315, -1.112], [4.491, 1.329, -0.019], [-2.521, -1.049, -0.341], [-6.160, -0.192, -3.462], [-4.493, 0.056, -1.356], [-3.718, -0.087, -3.301], [3.548, -1.326, 1.244], [-0.575, 2.653, -2.516], [-0.363, 0.826, 0.080], [5.480, -0.671, -4.103], [-6.517, 1.607, -2.517], [3.563, 2.980, -1.091], [0.728, -4.136, -2.612], [0.324, -0.369, -2.659], [-7.320, 1.747, -0.671], [-1.398, -0.450, 4.056], [-5.349, 0.908, -0.512], [-2.410, 4.562, -1.287], [-2.226, -1.821, 2.587], [5.978, 1.745, 1.504], [1.013, -1.545, 5.461], [-2.624, 2.206, -0.625], [1.930, -3.585, -3.773], [0.030, -0.723, 3.633], [3.070, -0.510, -1.086], [-4.310, 0.614, -2.712], [5.799, 1.018, 0.710], [3.685, 1.278, 0.712], [-5.601, 1.285, -4.288], [4.802, -0.624, -3.260], [3.659, -1.410, -3.238], [-2.268, -1.655, 3.665], [-4.859, 1.874, -0.370], [-0.771, 3.459, 0.192], [-3.431, -0.493, -0.796], [1.061, -1.284, 4.415], [4.501, 2.752, -0.583], [0.419, -1.413, -2.972]]}

***

[2]
{"formula": "H80O40", "method": "the ωB97M-V functional and the def2-TZVPD basis", "spin_multiplicity": 1, "homo_energy_ev": -10.56, "e_above_lowest_ev": 15.701, "e_lumo_ha": -0.036, "homo_lumo_gap_ev": 9.596, "elements": ["O", "H", "O", "O", "O", "H", "H", "H", "O", "O", "H", "O", "H", "H", "O", "O", "H", "H", "O", "H", "H", "H", "H", "H", "H", "H", "H", "H", "O", "H", "H", "O", "H", "H", "H", "H", "H", "O", "H", "O", "H", "H", "O", "H", "H", "O", "H", "H", "H", "H", "H", "H", "O", "H", "O", "O", "O", "H", "H", "O", "H", "H", "H", "H", "H", "H", "O", "H", "O", "H", "H", "O", "H", "O", "H", "O", "H", "O", "H", "H", "H", "H", "H", "O", "H", "H", "H", "H", "H", "O", "H", "O", "H", "O", "H", "O", "H", "H", "H", "H", "H", "H", "H", "O", "H", "H", "O", "H", "O", "H", "O", "O", "H", "H", "H", "O", "H", "O", "O", "H"], "coordinates": [[-1.836, -0.637, 6.134], [-2.832, -2.492, -4.590], [3.216, 4.468, 3.921], [0.565, -5.953, 0.030], [1.556, -5.452, -2.168], [-5.075, -0.895, -1.279], [2.661, 2.589, -4.511], [1.467, 0.586, -1.661], [-0.635, 2.671, -0.568], [-1.139, -0.544, -1.362], [-0.340, -2.337, 0.741], [3.185, -2.614, 3.353], [2.459, -4.602, 1.983], [5.118, 1.063, -2.304], [4.216, 2.692, -0.054], [2.736, -4.795, 1.090], [3.054, -3.931, 0.824], [-0.431, 3.090, -1.412], [-2.967, -0.685, 0.384], [-1.256, -2.939, -1.604], [-5.244, 1.901, -3.842], [-2.529, 3.473, 0.557], [2.364, -0.683, -5.055], [-3.377, 3.377, -1.792], [-0.241, 5.760, 1.017], [3.515, -1.535, 0.462], [-3.849, -1.019, 0.363], [0.430, -2.497, 1.780], [0.148, -3.058, 1.175], [-1.225, 2.117, -5.413], [3.794, -1.149, -5.130], [4.944, 2.396, 3.207], [1.615, -0.794, 5.374], [0.463, 2.147, -4.514], [1.495, 3.897, -0.060], [-3.531, 2.276, 0.456], [-6.291, -0.277, -1.930], [-2.795, 3.216, -2.684], [3.764, -0.051, 0.529], [3.107, -0.678, -5.752], [-1.649, 0.018, -0.900], [1.407, 1.078, -3.879], [-5.390, -1.521, 1.303], [-1.433, 5.865, 1.897], [2.546, 1.836, 1.291], [1.615, 4.015, -0.989], [3.640, -4.906, -1.854], [4.457, 3.202, 3.200], [2.963, -1.812, 3.037], [-3.361, -3.882, 3.191], [-0.813, 0.466, -5.528], [-2.663, 1.086, -3.878], [-0.835, 1.341, 3.789], [-3.176, -0.551, 2.271], [-4.325, -4.064, 3.358], [-3.183, 3.023, 0.143], [-1.099, 6.230, 1.168], [-5.920, -2.240, 1.670], [-0.148, 1.448, 4.457], [3.275, -0.787, 1.012], [-3.291, -0.016, -0.286], [2.912, 3.579, -3.520], [-0.584, -0.033, -1.977], [1.081, 4.439, -1.641], [-3.428, 1.049, -2.576], [3.405, 2.855, -0.610], [1.525, 2.017, 1.349], [-2.533, -1.026, 5.533], [-1.292, 1.240, -5.290], [2.356, 4.185, 4.225], [2.535, 0.804, -0.613], [2.233, -0.969, -2.619], [0.708, -4.936, 0.388], [-2.055, 3.966, 2.815], [-0.420, 0.015, 2.825], [-2.157, -2.979, -1.669], [-2.347, 4.032, -2.781], [5.148, 0.696, -1.402], [5.314, 1.516, -0.854], [-0.282, -0.213, 1.282], [-1.424, 4.265, 3.468], [-3.327, 0.526, 3.304], [-5.417, 1.636, -2.271], [-2.986, -1.460, -4.684], [1.571, -6.374, -1.817], [1.925, -1.558, -3.379], [-4.638, -3.133, 3.242], [-3.475, -1.310, -3.915], [1.628, 0.294, 6.559], [-3.718, -0.249, 2.983], [3.666, -2.508, 4.082], [1.010, 1.995, -3.707], [2.689, -1.723, -2.070], [1.985, -3.672, -4.224], [-2.508, -2.649, -0.898], [-3.397, 0.811, -3.338], [-0.313, -1.501, 4.003], [-5.396, -0.734, 1.875], [2.654, -4.070, -0.944], [2.790, -3.789, -3.877], [0.111, 2.020, -0.283], [4.824, 1.956, 4.120], [0.882, -5.032, -1.636], [3.362, 3.218, -4.297], [-1.515, 3.732, 2.034], [1.203, -6.580, 0.453], [0.019, -0.557, 2.191], [1.400, -4.160, -3.714], [1.587, 0.642, -0.688], [-1.486, -1.297, 6.706], [-5.813, -0.420, -1.241], [-5.934, 1.796, -3.133], [2.915, 4.921, 3.102], [-1.633, 0.940, 4.089], [4.416, 3.436, 0.519], [2.215, -0.068, 5.736], [1.106, 1.310, 1.675], [-0.115, -2.309, 4.545], [3.384, -3.972, -1.695], [0.734, -2.544, 4.093]]}

***

[3]
{"formula": "C4H4N2", "method": "the ωB97M-V functional and the def2-TZVPD basis", "spin_multiplicity": 1, "homo_energy_ev": -10.45, "e_above_lowest_ev": 2.305, "smiles": "C#C[C@H](N)C#N", "e_lumo_ha": 0.025, "homo_lumo_gap_ev": 11.121, "elements": ["C", "N", "H", "N", "H", "H", "C", "C", "C", "H"], "coordinates": [[0.311, 0.175, 0.488], [2.110, -1.737, 0.722], [0.190, 2.025, -0.325], [0.852, 1.255, -0.331], [0.150, 0.576, 1.497], [-2.910, -1.154, -0.891], [-0.960, -0.392, -0.010], [-1.995, -0.791, -0.477], [1.325, -0.896, 0.621], [0.926, 0.939, -1.294]]}

***

[4]
{"formula": "C4H7NO", "method": "the ωB97M-V functional and the def2-TZVPD basis", "spin_multiplicity": 1, "homo_energy_ev": -8.28, "e_above_lowest_ev": 4.457, "e_lumo_ha": 0.013, "homo_lumo_gap_ev": 8.620, "elements": ["H", "C", "C", "H", "H", "C", "C", "H", "H", "H", "N", "H", "O"], "coordinates": [[1.306, -0.406, -1.736], [-1.087, -0.389, 1.249], [-1.241, -0.911, -0.165], [-0.891, -0.355, -2.030], [0.711, 1.744, 0.375], [0.773, -0.142, -0.822], [1.398, 1.064, -0.169], [0.908, -1.026, -0.177], [-0.438, -0.938, 1.943], [-0.903, 0.690, 1.350], [-0.672, -0.077, -1.076], [-2.104, -0.589, 1.595], [2.587, 1.253, -0.207]]}

***

[5]
{"formula": "C18H42NO13P", "method": "the ωB97M-V functional and the def2-TZVPD basis", "spin_multiplicity": 1, "homo_energy_ev": -7.93, "e_above_lowest_ev": 1.429, "smiles": "NCCC[PH3]CCCO.COC(=O)OC.COC(=O)OC.COC(=O)OC.COC(=O)OC", "e_lumo_ha": 0.018, "homo_lumo_gap_ev": 8.430, "elements": ["H", "O", "O", "H", "H", "C", "H", "C", "C", "C", "H", "O", "O", "O", "H", "H", "O", "H", "O", "H", "H", "H", "H", "H", "C", "H", "C", "H", "H", "H", "H", "C", "H", "H", "H", "H", "H", "H", "H", "H", "O", "C", "H", "O", "H", "H", "H", "C", "H", "H", "H", "H", "O", "H", "C", "H", "C", "H", "H", "O", "H", "C", "O", "C", "C", "C", "N", "H", "P", "C", "C", "H", "C", "H", "O"], "coordinates": [[3.372, -3.169, -3.643], [-4.523, -3.473, -1.904], [-1.374, 2.899, 0.284], [-0.781, 3.325, 3.003], [4.632, 0.510, -4.510], [-4.859, -4.701, -1.510], [-0.562, -1.831, -2.599], [-0.738, 4.406, 3.046], [-2.403, 2.659, -0.686], [-1.871, -1.477, -4.312], [2.735, -2.284, 6.042], [-2.047, 0.906, -3.761], [0.038, 4.830, 4.177], [-3.770, -5.467, -1.563], [0.407, 0.431, -3.685], [3.163, 2.837, 5.933], [-1.423, 3.761, 5.529], [-6.392, -2.856, -2.578], [-5.956, -5.056, -1.168], [0.817, -1.189, -5.577], [-0.229, 4.785, 2.167], [2.362, 3.212, 4.395], [0.782, 4.876, 8.287], [3.686, -1.946, -5.412], [-3.986, -6.823, -1.164], [-3.030, 0.011, -5.296], [1.713, 1.573, 1.179], [0.018, 3.376, 7.717], [-5.187, -1.594, -2.238], [2.665, 0.322, -5.836], [-2.015, 2.770, -1.697], [4.305, -1.597, -4.582], [-2.824, 1.664, -0.555], [-0.219, -2.823, -3.989], [1.449, 0.536, 1.377], [-1.323, 0.218, -5.589], [-4.326, -6.869, -0.131], [-1.723, 0.492, -2.958], [2.255, 1.649, 0.238], [3.995, -2.758, 4.881], [2.895, 1.263, 4.593], [-0.489, -1.803, -3.691], [-1.744, 4.821, 3.093], [0.396, 4.856, 6.303], [-2.633, -1.609, -3.536], [5.338, -1.574, -4.930], [-6.005, -2.420, -0.893], [-2.048, -0.053, -4.816], [-0.951, 4.861, 7.888], [-3.025, -7.320, -1.256], [2.363, 1.305, -4.369], [-2.120, -2.188, -5.100], [0.538, 2.396, 1.151], [4.139, -2.211, -2.622], [3.663, -1.981, 5.563], [4.428, -1.802, 6.316], [2.446, 2.482, 5.195], [1.471, 2.339, 5.657], [-4.713, -7.303, -1.816], [-0.220, 1.168, -0.588], [3.867, -0.084, -3.065], [-5.604, -2.537, -1.898], [2.842, 0.295, 6.633], [-0.436, 4.425, 5.350], [0.026, 4.461, 7.627], [-0.339, 2.064, 0.205], [4.232, -2.646, -3.533], [-3.169, 3.406, -0.502], [0.991, -0.745, -4.227], [2.528, 0.293, -4.751], [3.046, 0.253, 5.448], [1.805, -1.498, -3.335], [3.864, -0.186, -4.156], [2.328, 1.950, 1.989], [3.460, -0.813, 4.763]]}